# 1
Formula: C5H13NO2
Source: the OMol25 dataset
Level of theory: ωB97M-V/def2-TZVPD

The LUMO energy (spin up / spin down) comes out at 3.76 / 3.72 eV. The value obtained for the HOMO-LUMO gap (spin up / spin down) is 3.2 / 7.4 eV. Its net charge is -1. As for the spin multiplicity: 2.

Structure (XYZ):
```
21
Properties=species:S:1:pos:R:3:mulliken_charge:R:1
C 0.0635 1.8987 0.9035 -0.451
O -0.8401 2.0546 -0.1364 -0.599
C 1.1799 0.8986 0.6415 -0.519
C 0.6279 -0.5532 1.1943 -0.717
C 0.9897 -1.6982 0.2833 -0.966
C 0.2053 -1.0982 -1.8620 -0.831
N 0.0660 -1.8872 -0.8172 -0.442
H 0.4906 2.8726 1.2398 0.216
H -0.5854 1.5758 1.7459 0.291
H -0.7258 1.7132 -1.0256 0.322
H 1.4360 0.8786 -0.4106 0.302
H 1.9619 0.9827 1.4096 0.391
H 1.3696 -0.7124 2.0010 0.241
H -0.3989 -0.4542 1.5162 0.353
H 2.0625 -1.6591 -0.0335 0.443
H 0.8413 -2.6146 0.8887 0.448
H -0.3412 -1.2915 -2.7843 0.188
H 0.7753 -0.1793 -2.0679 0.370
H -3.5895 0.2971 -0.5881 0.277
H -2.6463 -0.9457 -0.9121 0.323
O -2.9420 -0.0785 -1.1862 -0.640
```

---

# 2
Formula: C16H33Br2N2O21S5
Source: the OMol25 dataset
Level of theory: ωB97M-V/def2-TZVPD

The LUMO energy comes out at -2.70 eV. The value obtained for the HOMO-LUMO gap is 8.4 eV. Its net charge is +1. As for the spin multiplicity: 1.

Structure (XYZ):
```
79
Properties=species:S:1:pos:R:3:mulliken_charge:R:1
C -0.7449 2.3448 -2.7370 -0.206
C -0.8337 1.1029 -3.8013 0.192
O -0.4899 1.3256 -5.0070 -0.530
N -1.3611 -0.1806 -3.2544 0.422
C -2.8151 -0.3997 -3.5519 -1.038
N -0.5606 -1.2783 -3.5697 -0.192
C 0.0693 -1.9203 -2.3482 -0.627
Br 1.8324 -0.9472 -2.0780 0.149
C -0.8227 -1.8528 -0.9912 0.110
C -0.7783 -3.2827 -0.1756 -1.061
Br 0.0172 -0.5049 0.2431 0.002
H 0.3446 2.7582 -2.6676 0.139
H -1.5064 3.1744 -2.9984 0.073
H -1.0287 1.9334 -1.6797 0.159
H -3.4198 0.0996 -2.6848 0.304
H -3.1859 0.0719 -4.5335 0.312
H -3.0848 -1.5331 -3.4793 0.426
H -1.0540 -2.0340 -4.1013 0.475
H 0.2397 -0.9898 -4.1908 0.395
H 0.3149 -3.0270 -2.5967 0.436
H -1.9381 -1.6274 -1.1445 0.379
H -1.8128 -3.4601 0.3033 0.278
H 0.0790 -3.3253 0.5950 0.222
H -0.5948 -4.1278 -0.9513 0.420
C 5.1569 -2.6761 1.8198 -0.411
C 5.1054 -1.1548 1.8351 -0.281
O 5.2118 -0.7664 0.4646 -0.306
S 4.5095 -1.9014 -0.4628 1.073
O 3.1566 -1.4644 -0.7747 -0.346
O 5.4438 -2.3063 -1.4703 -0.622
O 4.4172 -3.0686 0.6610 -0.321
H 6.1836 -3.0354 1.7061 0.316
H 4.7176 -3.1126 2.7183 0.333
H 5.9125 -0.7169 2.4237 0.343
H 4.1434 -0.7963 2.2142 0.242
C -0.5625 -2.0937 5.6007 -0.263
C -0.6158 -0.5729 5.6167 -0.400
O -0.5014 -0.1828 4.2471 -0.275
S -1.1964 -1.3168 3.3148 0.961
O -2.5290 -0.8861 2.9995 -0.636
O -0.2505 -1.7199 2.3103 -0.407
O -1.2936 -2.4860 4.4379 -0.240
H 0.4661 -2.4512 5.4931 0.252
H -1.0069 -2.5326 6.4967 0.393
H 0.1871 -0.1345 6.2106 0.321
H -1.5805 -0.2158 5.9899 0.318
C -1.0909 6.8512 -5.0777 -0.265
C -2.3940 7.6368 -5.1254 -0.369
O -3.3042 6.8949 -4.3132 -0.310
S -2.4771 6.1723 -3.1165 1.097
O -2.5822 6.9873 -1.9409 -0.557
O -2.7966 4.7722 -3.1255 -0.588
O -0.9894 6.3678 -3.7378 -0.268
H -1.1253 5.9885 -5.7494 0.264
H -0.2269 7.4696 -5.3262 0.312
H -2.7801 7.7411 -6.1401 0.307
H -2.2738 8.6284 -4.6787 0.303
C -5.3086 -4.1116 7.3443 -0.319
C -5.2746 -4.8423 6.0093 -0.338
O -3.8910 -4.9273 5.6684 -0.278
S -3.0165 -5.0478 7.0323 1.044
O -2.7238 -6.4335 7.2580 -0.544
O -2.0032 -4.0301 7.0123 -0.547
O -4.1808 -4.5992 8.0716 -0.318
H -5.1853 -3.0333 7.2072 0.267
H -6.2302 -4.3036 7.8964 0.318
H -5.8312 -4.3162 5.2328 0.326
H -5.6616 -5.8611 6.1070 0.290
C 5.3108 1.8691 -2.9881 -0.385
C 3.8039 1.7871 -2.7858 0.256
O 3.4033 3.1094 -2.4327 -0.313
S 4.3757 4.1753 -3.1835 1.112
O 3.7121 4.6276 -4.3729 -0.542
O 4.9099 5.0713 -2.2007 -0.536
O 5.5398 3.1285 -3.6194 -0.331
H 5.8382 1.8675 -2.0295 0.345
H 5.6884 1.0561 -3.6107 0.324
H 3.5266 1.0786 -2.0025 -0.321
H 3.2952 1.5173 -3.7167 0.278
```

---

# 3
Formula: C3H7NO
Source: the OMol25 dataset
Level of theory: ωB97M-V/def2-TZVPD

As for the SMILES: CC=O.C=N. The LUMO energy comes out at 0.03 eV. The value obtained for the HOMO-LUMO gap is 9.1 eV. As for the spin multiplicity: 1.

Structure (XYZ):
```
12
Properties=species:S:1:pos:R:3:mulliken_charge:R:1
C 1.2444 -0.8536 -0.5157 -0.626
C 1.1817 -2.1381 0.3210 0.125
O 0.8805 -3.2484 -0.2391 -0.481
H 0.6434 -1.1745 -1.4127 0.237
H 2.1385 -0.3926 -0.9911 0.326
H 0.6147 -0.1050 0.2022 0.102
H 1.8741 -2.1945 1.1883 0.307
C -1.7465 2.2336 -0.0620 -0.194
N -1.0802 2.0869 1.0484 -0.530
H -1.3711 2.0525 -1.1429 0.210
H -2.8389 2.4528 0.0543 0.258
H -1.5406 1.2809 1.5492 0.265
```

---

# 4
Formula: C27H76N6O11
Source: the OMol25 dataset
Level of theory: ωB97M-V/def2-TZVPD

As for the SMILES: NC(N)=O.NC(N)=O.NC(N)=O.CC(C)O.CC(C)O.CC(C)O.CC(C)O.CC(C)O.CC(C)O.CC(C)O.CC(C)O. The LUMO energy comes out at 0.05 eV. The value obtained for the HOMO-LUMO gap is 8.6 eV. As for the spin multiplicity: 1.

Structure (XYZ):
```
120
Properties=species:S:1:pos:R:3:mulliken_charge:R:1
N -0.7056 1.9594 2.8859 0.385
C -1.8356 1.8624 3.5089 0.155
N -1.7676 2.3594 4.7049 -0.418
O -2.8286 1.0994 2.9429 -0.646
H -0.5506 1.4344 2.0629 -0.795
H -0.2636 2.8604 2.8759 0.228
H -2.6146 2.1924 5.2939 0.332
H -0.8876 2.8034 5.0379 0.293
N 0.8674 0.2254 4.0619 -0.102
C 0.3354 -0.5636 4.9399 0.268
N -0.5966 -0.0006 5.6459 -0.208
O 0.8814 -1.8266 5.2569 -0.737
H 1.5204 -0.2506 3.4999 -0.201
H 0.2914 0.9414 3.5649 0.655
H -1.0626 -0.5426 6.4149 0.299
H -1.0286 0.8254 5.2449 0.288
N -0.1426 -1.0826 -0.3081 1.411
C 0.5874 -0.0446 -0.1461 -1.414
N 0.8934 0.2924 1.0649 3.380
O 0.8714 0.7724 -1.2471 0.524
H -0.5146 -1.0956 -1.2561 -0.406
H -0.3866 -1.8596 0.3019 -0.345
H 1.6564 0.9904 1.1249 -0.523
H 0.7784 -0.3216 1.9099 -1.008
C 0.4854 -0.2786 -4.2481 -2.056
C -0.9876 -0.3156 -3.7931 2.506
C -1.8926 -0.4226 -5.0651 -1.974
O -1.2986 -1.2416 -3.0231 -0.679
H 0.6654 -0.8416 -5.1411 0.493
H 1.1184 -0.6596 -3.4331 0.248
H 0.7014 0.6764 -4.5351 0.588
H -1.2106 0.6214 -3.2831 -0.891
H -1.4786 0.1214 -5.8571 0.494
H -2.8016 -0.0516 -4.7781 0.547
H -2.0346 -1.4186 -5.4211 0.328
H -2.2276 -1.0796 -2.7891 -0.021
C 3.5654 -1.9046 2.9919 -1.140
C 2.5224 -2.3656 2.0069 1.817
C 2.7604 -3.8006 1.5789 -1.612
O 1.3534 -2.2546 2.4519 -0.134
H 3.6894 -0.8046 2.8459 0.061
H 4.5214 -2.3916 2.7019 0.439
H 3.3184 -2.1476 4.0459 0.242
H 2.6404 -1.7426 1.1589 -0.384
H 2.5034 -4.5836 2.2789 0.282
H 3.7944 -3.9276 1.2349 0.498
H 2.1384 -3.8966 0.7279 0.302
H 0.7394 -2.9486 2.0909 -0.220
C -0.3456 5.3474 -0.6661 -1.560
C -0.2266 4.0154 -0.0151 1.535
C -1.4016 3.2024 -0.5011 -0.472
O 0.7934 3.3554 -0.3081 0.150
H 0.4694 6.0914 -0.4831 0.296
H -1.2786 5.8364 -0.3511 0.443
H -0.4766 5.2124 -1.7361 0.182
H -0.3606 4.0674 1.0559 -0.367
H -1.4446 2.2964 0.0929 -0.629
H -1.3656 3.0294 -1.5821 -0.087
H -2.4286 3.7044 -0.2771 0.495
H 0.4804 2.4734 -0.6611 -0.314
C -3.0716 0.2694 -0.7071 -0.014
C -4.0476 0.2854 -1.9041 0.282
C -3.9606 1.5984 -2.6711 -1.483
O -3.8876 -0.6276 -2.7261 -0.631
H -2.0606 0.5574 -1.0231 -0.793
H -2.9896 -0.6836 -0.2491 0.003
H -3.4906 0.8944 0.0619 0.814
H -5.0496 0.2464 -1.4421 0.506
H -4.6506 1.6154 -3.4851 0.572
H -3.0086 1.8454 -3.1491 0.129
H -4.3856 2.3154 -1.9681 0.419
H -4.6056 -0.6206 -3.3771 0.411
C -0.3106 -4.7476 -1.3381 -1.283
C -1.3476 -5.7976 -1.6761 0.438
C -2.5416 -5.6726 -0.7461 -1.055
O -1.7776 -5.8446 -2.8661 -0.486
H 0.5014 -4.7646 -2.0121 0.613
H 0.1224 -4.9356 -0.3321 0.317
H -0.6866 -3.7836 -1.4371 0.214
H -0.8106 -6.7676 -1.5231 0.128
H -3.1316 -6.5496 -0.9471 0.484
H -3.1956 -4.8556 -0.8551 0.230
H -2.1806 -5.7086 0.2859 0.139
H -2.1856 -6.6756 -2.9751 0.383
C 4.0064 1.9374 -0.2481 -1.482
C 3.8704 1.8764 1.2709 1.261
C 4.9024 2.7144 1.9609 -1.743
O 2.7714 2.2774 1.6709 -0.422
H 3.3454 1.4034 -0.8391 0.298
H 5.0054 1.4914 -0.5061 0.472
H 3.9094 2.9394 -0.6841 0.120
H 3.9414 0.7934 1.4899 -0.424
H 4.7824 2.5484 3.0229 0.430
H 4.8334 3.7494 1.6559 0.446
H 5.8614 2.2974 1.7309 0.413
H 2.6864 3.2594 1.6419 0.297
C 3.3084 4.4094 -3.7391 -1.708
C 2.2034 3.5824 -3.2001 1.751
C 0.8984 4.0094 -3.8131 -0.997
O 2.2474 2.3514 -3.2241 -0.559
H 4.3114 4.3444 -3.3011 0.354
H 3.0644 5.4664 -3.6981 0.361
H 3.4914 4.1124 -4.7351 0.477
H 2.3384 3.9014 -2.1471 -0.344
H 0.9234 3.6934 -4.8851 0.357
H 0.6394 5.0784 -3.6671 0.358
H 0.1214 3.4384 -3.4231 -0.095
H 1.4474 1.9854 -2.8621 -0.266
C -1.6796 -4.3316 3.3839 -2.055
C -1.7606 -3.3836 2.1429 0.477
C -1.9696 -1.9316 2.5529 0.233
O -0.7746 -3.4546 1.3939 0.010
H -2.7306 -4.4856 3.5699 0.499
H -1.1726 -3.8356 4.1809 0.343
H -1.2496 -5.2536 3.2989 0.514
H -2.5486 -3.6936 1.4299 0.604
H -1.9046 -1.2836 1.6829 -0.566
H -1.1566 -1.6196 3.2049 -0.608
H -2.8676 -1.7436 3.1379 0.743
H -0.8426 -4.2366 0.9049 -0.704
```